Entry 1:
A cluster of 2 separate species, C2H6N5 in total, computed with ωB97M-V/def2-TZVPD.

Element x y z (Å)
N1 0.463 1.390 0.183
N2 -2.056 0.658 0.316
N3 -2.349 -1.040 -1.254
N4 2.174 -0.486 0.085
N5 -2.220 -0.198 -0.513
C1 0.930 -1.198 0.074
C2 1.057 0.254 0.113
H1 0.721 -1.649 1.073
H2 -0.617 1.292 0.474
H3 0.617 -1.577 -0.874
H4 -2.743 0.730 0.921
H5 1.093 2.179 0.008
H6 2.930 -0.355 -0.607

Properties
HOMO = -15.07 eV
LUMO = -3.567 eV
HOMO-LUMO gap = 11.501 eV
Charge = +1

Atomic partial charges in e from the Löwdin method, atoms 1 to 4:
1 N 0.223
2 N 0.112
3 N 0.288
4 N 0.150


Entry 2:
An isolated molecule of C2H6N6, computed with ωB97M-V/def2-TZVPD.

Element x y z (Å)
N1 1.739 0.865 0.994
N2 1.634 -0.368 0.651
N3 -1.511 0.757 -0.469
N4 0.569 -0.587 -0.140
N5 -0.189 0.611 -0.102
N6 0.163 2.704 0.917
C1 0.517 1.529 0.617
C2 0.414 -2.017 -0.337
H1 -0.682 2.880 0.307
H2 0.181 -2.154 -1.376
H3 -0.450 -2.365 0.141
H4 -1.695 0.301 -1.309
H5 -2.107 0.320 0.220
H6 1.416 -2.476 -0.114

Properties
Structure (SMILES) = [H]/N=c1/nnn(C)n1N
HOMO = -8.22 eV
LUMO = 0.292 eV
HOMO-LUMO gap = 8.510 eV

Atomic partial charges in e from the Löwdin method, atoms 1 to 4:
1 N 0.077
2 N 0.015
3 N 0.122
4 N -0.136


Entry 3:
An isolated molecule of C2H6N6S, computed with ωB97M-V/def2-TZVPD.

Element x y z (Å)
S1 1.143 0.531 0.425
N1 -1.618 0.576 -0.498
N2 -1.945 -1.528 -0.990
N3 -1.850 1.924 -0.269
N4 1.553 -0.895 1.343
N5 1.976 -2.015 0.651
N6 -0.677 -1.402 -0.588
C1 -2.511 -0.360 -0.933
C2 -0.489 -0.148 -0.298
H1 1.170 -2.393 0.154
H2 2.276 -0.587 1.988
H3 -3.526 -0.135 -1.183
H4 -1.015 2.335 0.143
H5 2.731 -1.845 -0.013
H6 -2.073 2.402 -1.140

Properties
Structure (SMILES) = NNSc1nncn1N
HOMO = -8.84 eV
LUMO = 0.390 eV
HOMO-LUMO gap = 9.226 eV

Atomic partial charges in e from the Löwdin method, atoms 1 to 4:
1 S 0.844
2 N -0.152
3 N 0.008
4 N 0.100


Entry 4:
The ion C2H6NO with charge -1, computed with ωB97M-V/def2-TZVPD.

Element x y z (Å)
O1 1.742 -0.532 -0.323
N1 0.603 -0.071 0.335
C1 0.269 1.260 -0.065
C2 -0.686 -1.227 0.114
H1 0.815 1.660 -1.035
H2 -0.403 -2.116 -0.544
H3 0.629 1.757 0.794
H4 -0.746 -1.659 1.142
H5 -1.513 -0.599 -0.354
H6 -0.712 1.526 -0.066

Properties
Structure (SMILES) = CN(C)[O-]
HOMO = -0.95 eV
LUMO = 4.856 eV
HOMO-LUMO gap = 5.809 eV
Charge = -1

Atomic partial charges in e from the Löwdin method, atoms 1 to 4:
1 O -0.468
2 N -0.405
3 C -0.228
4 C -0.100


Entry 5:
The ion C2H6NO with charge +1, computed with ωB97M-V/def2-TZVPD.

Element x y z (Å)
O1 1.174 1.030 -0.998
N1 0.475 -0.751 0.560
C1 -0.640 0.108 0.219
C2 -0.046 0.982 -0.959
H1 1.364 -0.259 0.438
H2 0.254 -1.022 1.552
H3 -1.464 -0.473 -0.222
H4 0.541 -1.587 -0.027
H5 -0.722 1.353 -1.702
H6 -0.935 0.620 1.138

Properties
Structure (SMILES) = [NH3+]CC=O
HOMO = -15.82 eV
LUMO = -4.411 eV
HOMO-LUMO gap = 11.407 eV
Charge = +1

Atomic partial charges in e from the Löwdin method, atoms 1 to 4:
1 O 0.074
2 N 0.161
3 C -0.092
4 C -0.116


Entry 6:
A cluster of 2 separate species, C2H6NO in total, computed with ωB97M-V/def2-TZVPD.

Element x y z (Å)
O1 0.080 0.990 0.262
N1 1.735 -1.642 -0.209
C1 -0.988 1.379 0.136
C2 -2.276 1.885 0.236
H1 1.072 -2.524 -0.157
H2 2.069 -1.366 0.766
H3 1.199 -0.942 -0.701
H4 -2.984 1.324 0.893
H5 2.491 -1.937 -0.817
H6 -2.398 2.833 -0.409

Properties
HOMO = -12.35 eV
LUMO = -4.483 eV
HOMO-LUMO gap = 7.867 eV
Charge = +1

Atomic partial charges in e from the Löwdin method, atoms 1 to 4:
1 O 0.128
2 N 0.296
3 C -0.272
4 C 0.015


Entry 7:
A cluster of 2 separate species, C2H6NO2 in total, computed with ωB97M-V/def2-TZVPD.

Element x y z (Å)
O1 -2.143 0.695 -0.127
O2 0.260 -0.152 0.007
N1 1.443 0.327 0.145
C1 -2.855 -0.251 0.142
C2 2.516 -0.169 -0.244
H1 3.424 0.343 -0.260
H2 1.569 1.219 0.735
H3 -3.851 -0.199 -0.031
H4 -0.544 0.373 -0.167
H5 2.613 -1.058 -0.775
H6 -2.434 -1.128 0.576

Properties
HOMO = -15.01 eV
LUMO = -4.904 eV
HOMO-LUMO gap = 10.103 eV
Charge = +1

Atomic partial charges in e from the Löwdin method, atoms 1 to 4:
1 O 0.008
2 O 0.088
3 N -0.036
4 C 0.005


Entry 8:
A cluster of 2 separate species, C2H6NO2P in total, computed with ωB97M-V/def2-TZVPD.

Element x y z (Å)
P1 3.375 -0.017 0.182
O1 0.994 0.467 -0.096
O2 -0.142 -1.364 -0.014
N1 -2.654 -0.130 0.344
C1 -1.418 0.596 0.174
C2 -0.161 -0.013 0.081
H1 -1.579 1.592 -0.001
H2 3.632 1.200 0.742
H3 3.194 0.596 -0.952
H4 -2.465 -1.200 0.331
H5 0.503 -1.870 -0.482
H6 -3.279 0.143 -0.309

Properties
HOMO (spin up / spin down) = -8.68 / -7.11 eV
LUMO (spin up / spin down) = 0.217 / -1.205 eV
HOMO-LUMO gap (spin up / spin down) = 8.901 / 5.905 eV

Atomic partial charges in e from the Löwdin method, atoms 1 to 4:
1 P 0.668
2 O -0.158
3 O 0.061
4 N 0.093


Entry 9:
A cluster of 2 separate species, C2H6NO2P in total, computed with ωB97M-V/def2-TZVPD.

Element x y z (Å)
P1 -0.336 -0.182 0.173
O1 5.300 -0.738 -1.428
O2 0.427 -0.523 1.627
N1 4.350 -0.691 0.720
C1 -0.351 1.624 0.254
C2 4.889 -0.675 -0.364
H1 -0.404 2.032 -0.791
H2 0.867 -0.336 -0.447
H3 0.396 -1.409 1.875
H4 4.454 -0.173 1.561
H5 0.328 2.170 0.871
H6 -1.364 1.976 0.802

Properties
Structure (SMILES) = N=C=O.CPO
HOMO = -9.02 eV
LUMO = 0.627 eV
HOMO-LUMO gap = 9.649 eV

Atomic partial charges in e from the Löwdin method, atoms 1 to 4:
1 P 0.759
2 O 0.176
3 O -0.396
4 N 0.182


Entry 10:
A structure of composition C2H6NO2Si, computed with ωB97M-V/def2-TZVPD.

Element x y z (Å)
Si1 -0.952 -1.389 -0.200
O1 -1.100 1.996 0.811
O2 -1.845 -0.211 0.584
N1 -0.102 0.285 -0.358
C1 -1.026 0.902 0.365
C2 2.118 1.261 -0.013
H1 -2.127 -2.249 -0.129
H2 -0.385 -1.787 -1.537
H3 1.403 1.935 0.297
H4 -0.072 -2.160 0.805
H5 2.053 0.317 0.510
H6 2.035 1.101 -1.136

Properties
HOMO (spin up / spin down) = -4.74 / -4.95 eV
LUMO (spin up / spin down) = 3.269 / 3.345 eV
HOMO-LUMO gap (spin up / spin down) = 8.009 / 8.296 eV
Charge = -1

Atomic partial charges in e from the Löwdin method, atoms 1 to 4:
1 Si 0.218
2 O 0.042
3 O -0.204
4 N 0.012


no.,largest force on an atom (eV Å⁻¹)
1,5.9
2,3.2
3,3.1
4,4.4
5,2.9
6,6.6
7,4.9
8,6.5
9,3.8
10,4.0